C21H39N12O5 | ωB97M-V with the def2-TZVPD basis set

```
! RIJCOSX wB97M-V def2-TZVPD def2/J DEFGRID3
* xyz 0 2
C 0.036 -0.451 0.673
O 0.992 -1.412 1.061
H -0.677 -0.861 -0.043
H -0.513 -0.076 1.536
H 0.503 0.461 0.301
C -0.236 -3.805 3.513
O 0.945 -3.834 3.314
N -1.106 -2.980 2.956
N -0.918 -4.681 4.230
H -0.726 -2.216 2.415
H -2.069 -3.253 3.090
H -0.403 -5.429 4.672
H -1.902 -4.811 4.048
C 4.309 0.465 0.069
O 3.917 0.261 1.206
N 5.285 -0.153 -0.379
N 3.767 1.309 -0.742
H 5.724 -0.826 0.234
H 5.620 0.138 -1.287
H 4.131 1.383 -1.681
H 2.890 1.630 -0.358
C 3.074 -3.501 -0.971
O 3.738 -3.398 0.044
N 3.468 -4.021 -2.074
N 1.876 -3.080 -1.180
H 4.405 -4.393 -2.008
H 2.751 -4.264 -2.742
H 1.421 -2.666 -0.379
H 1.426 -3.263 -2.066
C -4.184 0.571 2.978
O -5.303 0.830 3.352
N -3.655 0.802 1.824
N -3.458 -0.233 3.635
H -2.778 0.421 1.498
H -4.298 1.308 1.233
H -3.880 -0.781 4.371
H -2.550 -0.522 3.300
N 1.010 4.744 1.725
C 1.482 3.540 2.161
C 2.722 3.754 2.804
C 2.887 5.083 2.918
C 1.838 5.723 2.242
H 0.140 4.824 1.219
H 0.972 2.606 1.979
H 3.337 2.959 3.197
H 3.639 5.613 3.484
H 1.539 6.736 2.017
N -0.045 0.266 -4.374
C 0.349 0.345 -3.061
C 1.612 -0.265 -3.046
C 2.016 -0.550 -4.278
C 0.993 -0.251 -5.088
H -0.986 0.436 -4.697
H -0.285 0.718 -2.270
H 2.206 -0.406 -2.156
H 2.992 -0.876 -4.607
H 0.891 -0.347 -6.159
N -1.049 2.934 -0.065
C -2.038 3.681 0.524
C -2.196 4.862 -0.075
C -1.249 4.825 -1.149
C -0.582 3.699 -1.100
H -0.693 2.046 0.258
H -2.511 3.379 1.446
H -2.835 5.632 0.332
H -1.054 5.737 -1.694
H 0.207 3.296 -1.718
N -4.249 -2.582 -2.998
C -2.996 -2.181 -2.608
C -2.722 -2.721 -1.350
C -3.751 -3.609 -1.103
C -4.693 -3.453 -2.046
H -4.726 -2.448 -3.878
H -2.476 -1.460 -3.223
H -1.873 -2.716 -0.683
H -3.840 -4.261 -0.246
H -5.605 -3.983 -2.276
*
```

Results
Frontier orbital gap (alpha / beta): 7.8 / 5.5 eV
<S²>: 0.754
Calculated total energy: -50523.9940 eV
HOMO energy (alpha / beta): -0.2821 / -0.2821 Ha

These are the Löwdin partial charges, in e, on atoms 1 to 5: -0.165, -0.006, 0.070, 0.059, 0.073

C4H9BO2 | ωB97M-V with the def2-TZVPD basis set

```
! RIJCOSX wB97M-V def2-TZVPD def2/J DEFGRID3
* xyz 0 1
C 0.075 2.017 0.900
C -0.480 0.837 0.940
C -0.276 -0.449 0.143
C -1.561 -0.251 -0.900
B 1.235 -0.996 -0.202
O 2.194 -0.446 0.564
O 1.515 -2.077 -1.034
H 0.990 2.479 0.675
H -0.660 2.841 1.319
H -1.636 0.966 1.187
H -0.936 -1.213 0.813
H -2.430 0.372 -0.426
H -1.962 -1.267 -0.879
H -1.562 0.034 -2.044
H 3.112 -0.745 0.405
H 2.384 -2.101 -1.462
*
```

Results
Frontier orbital gap: 9.5 eV
SMILES: C=C[C@@H](C)B(O)O
ΔE to the lowest compared entry with this formula, charge and spin: 249.5 kJ/mol
Calculated total energy: -9064.9836 eV
HOMO energy: -0.3400 Ha

These are the Löwdin partial charges, in e, on atoms 1 to 5: -0.025, -0.248, -0.181, -0.101, -0.610

C2H3FO2Rb | ωB97M-V with the def2-TZVPD basis set

```
! RIJCOSX wB97M-V def2-TZVPD def2/J DEFGRID3
* xyz -1 1
H -1.881 -0.977 -0.693
C -0.617 -0.030 -0.012
C -1.863 0.309 0.600
O -2.777 -0.485 0.016
O 0.252 0.875 -0.422
H -0.208 -0.946 0.481
F 5.792 -0.690 -0.276
H -2.126 1.374 0.717
Rb 3.429 0.569 -0.411
*
```

Results
Frontier orbital gap (alpha / beta): 5.0 / 4.8 eV
ΔE to the lowest compared entry with this formula, charge and spin: 141.7 kJ/mol
Calculated total energy: -9587.9500 eV
HOMO energy (alpha / beta): -0.1015 / -0.0941 Ha

These are the Löwdin partial charges, in e, on atoms 1 to 5: 0.203, -0.493, -0.310, -0.199, -0.319

C3H6N4O2 | ωB97M-V with the def2-TZVPD basis set

```
! RIJCOSX wB97M-V def2-TZVPD def2/J DEFGRID3
* xyz 0 1
C 1.034 -0.832 -0.164
C 0.790 0.428 -0.103
C -0.619 0.787 0.110
H -3.247 -0.893 0.364
H -2.751 0.009 -0.955
H -0.006 -1.964 0.966
H 2.692 -0.117 -0.292
H 2.717 1.199 0.693
H -0.182 2.493 -0.308
N -2.418 -0.724 -0.445
N -1.227 -0.586 0.300
N -0.139 -1.606 -0.093
N -1.044 1.933 0.206
O 2.321 -1.322 0.046
O 2.081 1.196 -0.325
*
```

Results
Frontier orbital gap: 8.7 eV
ΔE to the lowest compared entry with this formula, charge and spin: 770.8 kJ/mol
Calculated total energy: -13256.2805 eV
HOMO energy: -0.3303 Ha

These are the Löwdin partial charges, in e, on atoms 1 to 5: -0.422, -0.191, -0.386, 0.166, 0.014

C2H2N3O | ωB97M-V with the def2-TZVPD basis set

```
! RIJCOSX wB97M-V def2-TZVPD def2/J DEFGRID3
* xyz 1 1
C -0.218 -1.139 0.203
C -0.476 0.997 -0.250
N 1.122 -0.966 -0.049
N 1.549 0.166 0.092
N -1.019 -0.173 -0.100
O 0.768 1.219 0.103
H -0.540 -2.194 0.615
H -1.187 2.088 -0.615
*
```

Results
Frontier orbital gap: 9.0 eV
ΔE to the lowest compared entry with this formula, charge and spin: 386.3 kJ/mol
Calculated total energy: -8610.8507 eV
HOMO energy: -0.6142 Ha

These are the Löwdin partial charges, in e, on atoms 1 to 5: -0.014, -0.064, 0.143, 0.124, 0.197

C8H17N5O3 | ωB97M-V with the def2-TZVPD basis set

```
! RIJCOSX wB97M-V def2-TZVPD def2/J DEFGRID3
* xyz 0 1
H -0.629 2.588 -0.936
N -0.417 2.338 0.046
C 0.809 1.968 0.345
N 1.805 1.744 -0.615
N 1.367 1.792 1.645
C 1.881 0.451 1.773
C 1.075 -0.647 1.109
C -0.287 -0.793 1.777
C -1.249 -1.800 1.095
N -0.479 -3.068 0.958
C -1.370 -1.361 -0.410
O -1.042 -2.155 -1.360
N -1.846 -0.148 -0.815
C -1.837 0.433 -2.162
C -0.339 0.817 -2.614
O 0.039 1.972 -2.942
O 0.452 -0.256 -2.613
H 2.685 2.117 -0.345
H 1.528 2.278 -1.491
H 0.832 2.090 2.532
H 2.903 0.596 1.197
H 2.048 0.020 2.822
H 0.891 -0.566 -0.016
H 1.683 -1.554 1.382
H -0.141 -1.245 2.846
H -0.928 0.114 1.788
H -2.204 -2.022 1.668
H 0.492 -2.804 0.609
H -0.807 -3.515 -0.071
H -2.069 0.602 -0.043
H -2.356 -0.278 -2.822
H -2.394 1.306 -2.189
H -0.093 -1.013 -2.149
*
```

Results
Frontier orbital gap: 10.1 eV
SMILES: [H]/N=C(\N)NCCC[C@H](N)C(=O)NCC(=O)O
ΔE to the lowest compared entry with this formula, charge and spin: 311.1 kJ/mol
Calculated total energy: -22163.4074 eV
HOMO energy: -0.3462 Ha

These are the Löwdin partial charges, in e, on atoms 1 to 5: 0.034, 0.114, -0.522, 0.114, -0.004

C2H3KMgO4 | ωB97M-V with the def2-TZVPD basis set

```
! RIJCOSX wB97M-V def2-TZVPD def2/J DEFGRID3
* xyz 0 1
O 0.399 1.103 0.848
C 1.262 1.793 0.314
C 1.875 1.378 -0.985
O 1.365 0.209 -1.466
O -4.318 -3.759 0.189
O -3.376 -4.536 1.100
Mg 0.009 -0.593 -0.362
K -3.475 -1.973 2.057
H 1.546 2.764 0.759
H 2.974 1.358 -0.792
H 1.739 2.254 -1.663
*
```

Results
Frontier orbital gap (alpha / beta): 6.0 / 6.3 eV
Calculated total energy: -32077.5566 eV
HOMO energy (alpha / beta): -0.2420 / -0.2728 Ha

These are the Löwdin partial charges, in e, on atoms 1 to 5: -0.112, -0.197, -0.389, -0.389, -0.457

C20H30O15 | ωB97M-V with the def2-TZVPD basis set

```
! RIJCOSX wB97M-V def2-TZVPD def2/J DEFGRID3
* xyz 0 1
C -4.455 7.141 -4.428
C -4.143 5.596 -4.309
C -2.928 5.240 -3.465
O -3.428 4.520 -2.376
C -4.695 4.271 -2.521
O -5.328 3.577 -1.741
O -5.227 4.867 -3.640
H -4.750 7.568 -3.469
H -5.247 7.325 -5.155
H -3.605 7.744 -4.747
H -3.983 5.167 -5.298
H -2.480 6.152 -3.071
H -2.161 4.810 -4.109
C 1.134 3.765 3.111
C 1.847 4.920 2.463
C 3.000 5.526 3.344
O 4.068 5.453 2.393
C 3.725 4.932 1.281
O 4.533 4.900 0.331
O 2.521 4.415 1.338
H 0.724 3.218 2.262
H 0.353 4.161 3.759
H 1.856 3.200 3.702
H 1.168 5.760 2.312
H 3.237 4.803 4.125
H 2.898 6.563 3.663
C 0.513 -0.815 -2.769
C 1.865 -0.062 -2.780
C 3.120 -0.813 -3.052
O 3.703 -0.190 -4.190
C 2.777 0.801 -4.598
O 2.974 1.562 -5.543
O 1.769 0.810 -3.839
H -0.300 -0.095 -2.673
H 0.568 -1.271 -1.781
H 0.486 -1.490 -3.625
H 1.999 0.528 -1.873
H 2.973 -1.881 -3.214
H 3.884 -0.687 -2.286
C -2.776 -2.732 4.126
C -3.806 -3.705 3.530
C -5.162 -3.072 3.187
O -5.414 -3.334 1.793
C -4.343 -3.911 1.295
O -4.221 -4.145 0.159
O -3.329 -4.044 2.219
H -2.973 -2.647 5.195
H -2.788 -1.709 3.750
H -1.787 -3.179 4.227
H -3.900 -4.504 4.266
H -5.069 -1.986 3.187
H -5.940 -3.343 3.901
C 3.666 -7.056 -0.412
C 3.923 -6.453 0.977
C 2.677 -6.396 1.856
O 3.046 -7.069 3.054
C 4.249 -7.582 2.943
O 4.862 -8.228 3.795
O 4.782 -7.306 1.740
H 2.913 -6.532 -1.001
H 3.258 -8.063 -0.326
H 4.471 -7.049 -1.147
H 4.461 -5.508 0.912
H 1.976 -7.048 1.336
H 2.261 -5.389 1.905
*
```

Results
Frontier orbital gap: 10.6 eV
SMILES: C[C@H]1COC(=O)O1.C[C@H]1COC(=O)O1.C[C@H]1COC(=O)O1.C[C@H]1COC(=O)O1.C[C@H]1COC(=O)O1
ΔE to the lowest compared entry with this formula, charge and spin: 310.4 kJ/mol
Calculated total energy: -51937.5327 eV
HOMO energy: -0.3923 Ha

These are the Löwdin partial charges, in e, on atoms 1 to 5: -0.015, -0.263, -0.115, 0.102, -0.562

C6H13NO | ωB97M-V with the def2-TZVPD basis set

```
! RIJCOSX wB97M-V def2-TZVPD def2/J DEFGRID3
* xyz 0 1
C 1.997 -2.405 -0.299
C 0.634 -2.517 -0.105
C -0.348 -1.532 -0.790
C -0.721 -0.562 0.365
C -1.007 -1.000 1.906
C -0.797 0.742 0.108
N -1.533 1.507 1.073
H 2.658 -3.212 0.002
H 2.331 -1.532 -0.757
H 0.148 -3.287 0.569
H 0.123 -0.962 -1.708
H -1.208 -2.052 -1.188
H -0.733 -2.013 1.775
H -0.753 -0.596 2.806
H -2.059 -1.124 1.866
H -0.648 1.062 -0.830
H -1.317 1.334 2.063
H -2.400 1.944 0.854
O 1.698 4.328 -2.021
H 1.388 5.225 -2.000
H 1.069 3.686 -1.905
*
```

Results
Frontier orbital gap: 8.6 eV
SMILES: C=CC/C(C)=C/N.O
ΔE to the lowest compared entry with this formula, charge and spin: 431.0 kJ/mol
Calculated total energy: -9966.7074 eV
HOMO energy: -0.2847 Ha

These are the Löwdin partial charges, in e, on atoms 1 to 5: 0.012, -0.183, -0.161, -0.228, -0.018

CH2N4 | ωB97M-V with the def2-TZVPD basis set

```
! RIJCOSX wB97M-V def2-TZVPD def2/J DEFGRID3
* xyz 0 1
N 1.626 0.839 0.469
C 1.045 -0.094 0.048
N 0.091 -0.712 -0.307
H 2.441 1.232 -0.052
H -0.296 -1.599 0.066
N -2.798 -0.260 -0.007
N -2.109 0.594 -0.217
*
```

Results
Frontier orbital gap: 10.9 eV
SMILES: N=C=N.N#N
ΔE to the lowest compared entry with this formula, charge and spin: 57.8 kJ/mol
Calculated total energy: -7029.3466 eV
HOMO energy: -0.3681 Ha

These are the Löwdin partial charges, in e, on atoms 1 to 5: 0.143, -0.462, 0.105, 0.097, 0.089

C4H14N2O | ωB97M-V with the def2-TZVPD basis set

```
! RIJCOSX wB97M-V def2-TZVPD def2/J DEFGRID3
* xyz 0 1
C 1.061 -1.910 -0.721
C 0.013 -0.831 -0.393
N -0.889 -0.559 -1.473
N 0.634 0.553 -0.074
C 1.299 0.711 1.194
O 1.497 0.916 -1.138
H 1.622 -1.639 -1.616
H 1.754 -2.040 0.108
H 0.567 -2.862 -0.902
H -0.570 -1.146 0.480
H -1.325 -1.378 -1.876
H -0.428 0.036 -2.158
H 1.666 1.735 1.265
H 2.150 0.026 1.342
H 0.566 0.553 1.983
H 2.389 0.539 -1.043
C -2.414 1.458 1.008
H -1.838 2.185 1.569
H -2.751 0.674 1.676
H -3.271 1.919 0.531
H -1.731 1.060 0.237
*
```

Results
Frontier orbital gap: 9.7 eV
SMILES: C[C@H](N)N(C)O.C
ΔE to the lowest compared entry with this formula, charge and spin: 276.1 kJ/mol
Calculated total energy: -9400.7452 eV
HOMO energy: -0.3254 Ha

These are the Löwdin partial charges, in e, on atoms 1 to 5: -0.057, -0.422, 0.038, -0.224, -0.090

C3H4N2O2 | ωB97M-V with the def2-TZVPD basis set

```
! RIJCOSX wB97M-V def2-TZVPD def2/J DEFGRID3
* xyz 0 1
C 2.812 -0.186 -0.052
N 1.533 -0.353 -0.283
N 0.715 0.805 -0.064
C -0.611 0.627 0.162
O -1.206 -0.560 0.339
C -2.580 -0.587 -0.119
O -3.226 0.454 -0.195
H 3.333 0.846 0.367
H 3.532 -0.934 -0.024
H -1.443 1.498 0.076
H -2.858 -1.609 -0.207
*
```

Results
Frontier orbital gap: 9.3 eV
SMILES: C=N/N=C\OC=O
ΔE to the lowest compared entry with this formula, charge and spin: 463.8 kJ/mol
Calculated total energy: -10247.4582 eV
HOMO energy: -0.3438 Ha

These are the Löwdin partial charges, in e, on atoms 1 to 5: -0.051, -0.072, -0.001, -0.195, -0.013

The lowest calculated total energy belongs to which entry? C20H30O15

Which of these has the lowest calculated total energy? C20H30O15

What is the calculated total energy in the ninth record? -9966.7074 eV